Record 1
{"formula": "C5H12NO", "method": "ωB97M-V with the def2-TZVPD basis set", "smiles": "C[C@H](N)CCC[O-]", "multiplicity": 1, "e_above_lowest_kcal_mol": 40.78, "fmax_ev_per_a": 7.106, "charge": -1, "species": ["C", "C", "N", "C", "C", "C", "O", "H", "H", "H", "H", "H", "H", "H", "H", "H", "H", "H", "H"], "xyz": [[-0.66953, 1.02712, -2.16504], [-0.26702, 0.91540, -0.68787], [1.14574, 1.37143, -0.44511], [-0.51941, -0.55952, -0.25184], [-0.50862, -0.76626, 1.40219], [0.84055, -1.44507, 1.80323], [1.83703, -0.67222, 1.28244], [-0.35239, 1.82972, -2.81174], [-0.49833, 0.01877, -2.48880], [-1.79502, 1.17928, -2.15630], [-0.96839, 1.43972, -0.06195], [1.36829, 2.01273, 0.38421], [1.71146, 0.58858, -0.33380], [-1.42862, -0.99465, -0.70677], [0.35054, -1.21008, -0.59754], [-1.44116, -1.32904, 1.57218], [-0.63330, 0.24914, 1.62371], [0.93044, -1.19842, 2.93964], [0.89773, -2.45662, 1.69919]]}


Record 2
{"formula": "C22H43O10Rb", "method": "ωB97M-V with the def2-TZVPD basis set", "multiplicity": 1, "e_above_lowest_kcal_mol": 0.00, "fmax_ev_per_a": 1.753, "charge": 0, "species": ["Rb", "O", "C", "O", "O", "H", "C", "C", "O", "C", "H", "H", "H", "H", "H", "H", "C", "C", "O", "C", "H", "H", "H", "H", "H", "H", "C", "C", "O", "C", "H", "H", "H", "H", "H", "H", "C", "C", "O", "C", "H", "H", "H", "H", "H", "H", "C", "C", "O", "C", "H", "H", "H", "H", "H", "H", "C", "C", "O", "C", "H", "H", "H", "H", "H", "H", "C", "C", "O", "C", "H", "H", "H", "H", "H", "H"], "xyz": [[0.11448, -2.71362, -3.64872], [-0.21656, 0.18389, 0.03071], [0.40215, -1.07390, 0.12614], [0.16858, -1.83417, -0.86680], [1.08637, -1.32236, 1.12458], [-0.67371, 0.06356, -0.82564], [-5.59470, -1.61649, 1.03515], [-4.89382, -1.66380, -0.29444], [-5.47263, -1.32249, -1.30298], [-3.45314, -2.07153, -0.33756], [-5.69761, -0.59654, 1.40383], [-5.09703, -2.22263, 1.79323], [-6.60483, -2.01454, 0.92244], [-3.18004, -2.10186, -1.38764], [-3.39530, -3.05077, 0.14361], [-2.79765, -1.41508, 0.23643], [-0.02085, 3.02410, -1.33800], [-1.21017, 3.11471, -0.40797], [-2.33104, 3.18240, -0.85492], [-0.95261, 3.19799, 1.06596], [0.61540, 3.90619, -1.24772], [-0.36464, 2.94795, -2.36608], [0.59481, 2.16840, -1.05750], [-0.58828, 2.23510, 1.42843], [-1.87480, 3.48640, 1.56583], [-0.19451, 3.95458, 1.27563], [-2.11222, 2.13600, -4.66921], [-2.06164, 1.03952, -3.63433], [-1.13822, 0.24619, -3.62504], [-3.21116, 0.89451, -2.67427], [-1.21286, 2.10779, -5.27553], [-2.32600, 3.09704, -4.20432], [-2.98354, 1.89719, -5.28951], [-3.64618, 1.88044, -2.52625], [-2.79466, 0.56282, -1.72636], [-3.94506, 0.19850, -3.07821], [0.61085, 0.97116, 3.34844], [0.00423, 0.75842, 4.71737], [0.36104, -0.13215, 5.44403], [-1.08306, 1.75148, 5.11541], [-0.02641, 0.56289, 2.56270], [1.55004, 0.42782, 3.25297], [0.83119, 2.02591, 3.17257], [-1.27014, 1.63016, 6.18308], [-1.99357, 1.49864, 4.57336], [-0.73801, 2.76883, 4.94640], [4.26002, -0.00825, 0.21751], [5.18047, -1.16615, -0.13434], [4.80480, -2.30828, -0.08709], [6.60509, -0.80673, -0.48660], [4.51552, 0.94483, -0.24553], [4.37720, 0.14620, 1.29373], [3.24412, -0.33167, -0.00331], [6.69125, -0.25467, -1.42276], [7.24235, -1.68554, -0.58109], [7.02201, -0.16427, 0.29393], [4.56808, 1.06161, -3.51451], [3.22022, 1.68548, -3.17905], [3.13630, 2.81673, -2.77540], [2.00369, 0.80315, -3.26417], [4.59306, 0.72998, -4.55241], [4.66959, 0.16843, -2.89792], [5.33192, 1.79504, -3.27262], [2.12170, -0.08983, -3.87799], [1.20639, 1.37401, -3.74033], [1.72441, 0.55712, -2.23785], [-0.41591, -3.89919, 4.41462], [-0.39480, -4.23172, 2.95855], [0.38211, -5.00582, 2.44957], [-1.36669, -3.50120, 2.06843], [-1.38635, -4.11551, 4.86305], [-0.08995, -2.86204, 4.50752], [0.27471, -4.54807, 4.95665], [-1.03868, -2.46075, 1.96190], [-2.40837, -3.49693, 2.39210], [-1.25672, -3.91460, 1.06618]]}


Record 3
{"formula": "C74H173N9O21", "method": "ωB97M-V with the def2-TZVPD basis set", "energy_ha": -4993.855881, "multiplicity": 2, "fmax_ev_per_a": 8.033, "charge": 5, "s2": 0.76, "species": ["C", "N", "C", "C", "C", "C", "O", "H", "H", "H", "H", "H", "H", "H", "H", "H", "H", "H", "H", "H", "H", "C", "C", "C", "N", "C", "C", "C", "C", "C", "H", "H", "H", "H", "H", "H", "H", "H", "H", "H", "H", "H", "H", "H", "H", "H", "H", "H", "C", "C", "C", "N", "C", "C", "C", "C", "C", "H", "H", "H", "H", "H", "H", "H", "H", "H", "H", "H", "H", "H", "H", "H", "H", "H", "H", "C", "C", "C", "N", "C", "C", "C", "C", "C", "H", "H", "H", "H", "H", "H", "H", "H", "H", "H", "H", "H", "H", "H", "H", "H", "H", "H", "C", "C", "N", "C", "C", "C", "C", "C", "O", "C", "H", "H", "H", "H", "H", "H", "H", "H", "H", "H", "H", "H", "H", "H", "H", "H", "H", "H", "H", "H", "C", "C", "N", "C", "C", "C", "C", "C", "O", "C", "H", "H", "H", "H", "H", "H", "H", "H", "H", "H", "H", "H", "H", "H", "H", "H", "H", "H", "H", "H", "C", "C", "N", "C", "C", "C", "C", "C", "O", "C", "H", "H", "H", "H", "H", "H", "H", "H", "H", "H", "H", "H", "H", "H", "H", "H", "H", "H", "H", "H", "C", "C", "N", "C", "C", "C", "C", "C", "O", "C", "H", "H", "H", "H", "H", "H", "H", "H", "H", "H", "H", "H", "H", "H", "H", "H", "H", "H", "H", "H", "C", "C", "N", "C", "C", "C", "C", "C", "O", "C", "H", "H", "H", "H", "H", "H", "H", "H", "H", "H", "H", "H", "H", "H", "H", "H", "H", "H", "H", "H", "O", "C", "O", "O", "H", "O", "C", "O", "O", "H", "O", "C", "O", "O", "H", "O", "C", "O", "O", "H", "O", "C", "O", "O", "H"], "xyz": [[9.87139, -0.60638, -4.82692], [10.97422, -0.46478, -5.83485], [10.46824, 0.25513, -7.09112], [12.11150, 0.49630, -5.29719], [11.56278, -1.89270, -6.17483], [12.34770, -2.62091, -5.08756], [13.56005, -2.04954, -4.82051], [9.71161, 0.36846, -4.36620], [10.30031, -1.19193, -4.01374], [9.04420, -1.12573, -5.31079], [11.30856, 0.38401, -7.77329], [10.20590, 1.30196, -6.93804], [9.55652, -0.11305, -7.56155], [12.68890, 0.15891, -4.43645], [11.69595, 1.49424, -5.15743], [12.72066, 0.69109, -6.17985], [12.11982, -1.76221, -7.10262], [10.65755, -2.42022, -6.47545], [12.64681, -3.58177, -5.50635], [11.77909, -2.92829, -4.20990], [14.08928, -2.73571, -4.40738], [8.31399, 3.38176, 3.49929], [9.66579, 4.03706, 3.83117], [10.95310, 3.33125, 3.44526], [12.42438, 4.07010, 3.54001], [12.60171, 4.34333, 5.05762], [12.58449, 5.25804, 2.52150], [13.26579, 4.73322, 1.25037], [13.52289, 3.23244, 1.40960], [13.35040, 2.93646, 2.91179], [8.12082, 3.19414, 2.44308], [7.56869, 3.96548, 4.03957], [8.06587, 2.41115, 3.92876], [9.49496, 4.17311, 4.89907], [9.69556, 4.97103, 3.27000], [10.89785, 3.13300, 2.37487], [11.10801, 2.38167, 3.95752], [11.70226, 4.88785, 5.34501], [13.51349, 4.91448, 5.23240], [12.57980, 3.37400, 5.55564], [13.15874, 5.98496, 3.09590], [11.54092, 5.50895, 2.33149], [14.26408, 5.16143, 1.15995], [12.66376, 4.83063, 0.34695], [14.53361, 2.88888, 1.18932], [12.90894, 2.62581, 0.74389], [14.30929, 2.97373, 3.42874], [13.00080, 1.91984, 3.09168], [7.29722, 3.16352, -0.68124], [7.61422, 3.46542, -2.19481], [8.50755, 4.76574, -2.21931], [8.94351, 5.30691, -3.56298], [7.77093, 5.91338, -4.34302], [10.11684, 6.36311, -3.43576], [10.94548, 6.29062, -4.68301], [10.98361, 4.83269, -4.94309], [9.63746, 4.20575, -4.42921], [8.18079, 2.72188, -0.22042], [6.59124, 2.33365, -0.71300], [6.85581, 3.81387, 0.07395], [6.69147, 3.60973, -2.75678], [7.95194, 2.48688, -2.53615], [9.40534, 4.77046, -1.60120], [7.89291, 5.60820, -1.90216], [7.13065, 5.04866, -4.51742], [8.20622, 6.52614, -5.13242], [7.18280, 6.57797, -3.71015], [9.66831, 7.33180, -3.21538], [10.78396, 6.10971, -2.61185], [10.31183, 6.69735, -5.47114], [11.92599, 6.72645, -4.49128], [11.00119, 4.50836, -5.98356], [11.88004, 4.35425, -4.54863], [8.97296, 3.92981, -5.24799], [9.85484, 3.29203, -3.87608], [5.89500, 9.46963, -4.79441], [5.72253, 10.63243, -5.69555], [6.83581, 10.69605, -6.82849], [7.26700, 12.05649, -7.38760], [8.14833, 11.73145, -8.69341], [7.97086, 12.93209, -6.26736], [7.71194, 14.34798, -6.58709], [6.51263, 14.38120, -7.54421], [6.08383, 12.95065, -7.73416], [5.25084, 9.24673, -3.94384], [6.90554, 9.59473, -4.40550], [5.92775, 8.44018, -5.15114], [5.83817, 11.48992, -5.03265], [4.74837, 10.56431, -6.17978], [6.35277, 10.14164, -7.63310], [7.71684, 10.09837, -6.59466], [7.50189, 11.23600, -9.41780], [8.81582, 10.97887, -8.27366], [8.41779, 12.71138, -9.08740], [8.99263, 12.56518, -6.36461], [7.65603, 12.54336, -5.29892], [8.42773, 15.07300, -6.97450], [7.47134, 14.73886, -5.59844], [6.88799, 14.78212, -8.48573], [5.76365, 15.13671, -7.30689], [5.74199, 12.80380, -8.75870], [5.31024, 12.85501, -6.97224], [13.76161, -2.95252, 0.15335], [12.82152, -2.90495, 1.39862], [11.63976, -1.96924, 1.41140], [12.15990, -0.56079, 1.70617], [11.01024, -2.06882, -0.04970], [10.17594, -3.36160, -0.28131], [10.66159, -2.46369, 2.60909], [9.51832, -1.48416, 2.86542], [8.82961, -1.02358, 1.66086], [8.48637, 0.38203, 1.82618], [13.35428, -3.39766, -0.75441], [14.67413, -3.47229, 0.44531], [14.08090, -1.94875, -0.12703], [13.35614, -2.70993, 2.32827], [12.35513, -3.88730, 1.47318], [12.65606, -0.54581, 2.67658], [11.36420, 0.17004, 1.56183], [12.93826, -0.20454, 1.03138], [11.64407, -1.86265, -0.91217], [10.47903, -1.12325, -0.15834], [10.29658, -3.64840, -1.32595], [9.13438, -3.26544, 0.02531], [10.58098, -4.14771, 0.35592], [11.27195, -2.57946, 3.50473], [10.20444, -3.43500, 2.42023], [10.01772, -0.67437, 3.39735], [8.90999, -1.77495, 3.72186], [7.99001, 0.57532, 0.87519], [9.29695, 1.08563, 2.01594], [7.83646, 0.45517, 2.69816], [6.39489, 8.00717, -0.23952], [5.27369, 7.00459, -0.39966], [3.95245, 7.31294, 0.42031], [4.16612, 7.48268, 1.96427], [3.31742, 8.60865, -0.10352], [2.84731, 8.69699, -1.62059], [2.92245, 6.10441, 0.18984], [3.06131, 4.79289, 1.02822], [4.33153, 4.43468, 1.47397], [4.47476, 3.19696, 2.18512], [6.03768, 9.01725, -0.44017], [7.28228, 7.75207, -0.81878], [6.70669, 8.13353, 0.79726], [5.56066, 6.08725, 0.11439], [5.01450, 6.70661, -1.41560], [4.85226, 6.68757, 2.25601], [3.19811, 7.41685, 2.46097], [4.67921, 8.37941, 2.31172], [4.04090, 9.35692, 0.22017], [2.44724, 8.65153, 0.55149], [2.48238, 9.66128, -1.97423], [2.12061, 7.93859, -1.91188], [3.85300, 8.69362, -2.04093], [2.81314, 5.84890, -0.86413], [1.92235, 6.51214, 0.33702], [2.63491, 3.92630, 0.52296], [2.35103, 4.86713, 1.85168], [5.53522, 2.94847, 2.22740], [3.98809, 2.33802, 1.72308], [4.07047, 3.22108, 3.19709], [9.16686, 5.60123, -11.17526], [9.64660, 7.01069, -11.50658], [9.88250, 7.96702, -10.34458], [9.00428, 7.63295, -9.10495], [11.30583, 7.77195, -9.77428], [11.72954, 8.51036, -8.48629], [9.72223, 9.42820, -10.82386], [10.05010, 9.77560, -12.34068], [11.37937, 9.37364, -12.77508], [12.42153, 10.38278, -12.71614], [9.76507, 5.13194, -10.39423], [9.03126, 4.93996, -12.03108], [8.19178, 5.82339, -10.74170], [8.81437, 7.52676, -11.98531], [10.43574, 7.14326, -12.24670], [7.95349, 7.78500, -9.35154], [9.19180, 8.37569, -8.32952], [9.12658, 6.58703, -8.82354], [12.00788, 8.15049, -10.51720], [11.38787, 6.68555, -9.74091], [12.73395, 8.15243, -8.26016], [11.07820, 8.24455, -7.65370], [11.72215, 9.58692, -8.65680], [10.35791, 10.05829, -10.20175], [8.67095, 9.64715, -10.63689], [9.90495, 10.85178, -12.43488], [9.35889, 9.30556, -13.04024], [12.14784, 11.06444, -13.52146], [13.41647, 9.97741, -12.90018], [12.47513, 10.91151, -11.76447], [7.07322, -0.83630, -2.14549], [5.79260, -1.61791, -2.47210], [4.53803, -1.04711, -1.62347], [4.82687, -1.22283, -0.08105], [4.39405, 0.49260, -1.91285], [2.99546, 1.09071, -1.36794], [3.23608, -1.84828, -2.00894], [3.29420, -3.38046, -2.23001], [3.45181, -3.97432, -0.98054], [3.63504, -5.40614, -1.04714], [7.78600, -1.28177, -2.83947], [7.53684, -1.21363, -1.23402], [7.11236, 0.25192, -2.19383], [5.97827, -2.67531, -2.28360], [5.33553, -1.59120, -3.46128], [3.90036, -1.07933, 0.47490], [5.55864, -0.43568, 0.10064], [5.05329, -2.28225, 0.03919], [4.36220, 0.55047, -3.00085], [5.20854, 1.14976, -1.60815], [2.96696, 2.09521, -1.79015], [2.76166, 1.08749, -0.30331], [2.05131, 0.78922, -1.82158], [2.83668, -1.52976, -2.97182], [2.43052, -1.46595, -1.38205], [3.86930, -3.86588, -3.01851], [2.31832, -3.69938, -2.59613], [4.56604, -5.57914, -1.58698], [2.90493, -5.89302, -1.69367], [3.73686, -6.05492, -0.17719], [15.11777, 3.91989, -4.16112], [14.76667, 2.45207, -3.73780], [16.09951, 1.68518, -3.37485], [16.47680, 2.10918, -1.96338], [15.70183, 0.21736, -3.25560], [14.66774, -0.16107, -2.11673], [17.37980, 1.85311, -4.23905], [17.40183, 1.26876, -5.70212], [16.20141, 1.81549, -6.37360], [16.36218, 1.81081, -7.68506], [14.34560, 4.59133, -3.78559], [15.32635, 4.00930, -5.22723], [16.04472, 4.27067, -3.70744], [14.33949, 1.91925, -4.58734], [14.08009, 2.52804, -2.89462], [17.16288, 2.93764, -2.13957], [17.10124, 1.30822, -1.56760], [15.59554, 2.44484, -1.41674], [16.62273, -0.31531, -3.01833], [15.29145, -0.04987, -4.22939], [15.08622, -0.16417, -1.11027], [14.49305, -1.21446, -2.33568], [13.71046, 0.34169, -2.25442], [18.20275, 1.58666, -3.57584], [17.60046, 2.90286, -4.43257], [17.22963, 0.19416, -5.76288], [18.33342, 1.48158, -6.22647], [17.36984, 2.12343, -7.95890], [15.66559, 2.53254, -8.11164], [16.20434, 0.79467, -8.04651], [10.33525, 5.95514, -0.03465], [9.47447, 6.76413, 0.47570], [9.73353, 7.99237, 0.66640], [8.44824, 6.21751, 0.83779], [9.75106, 5.21306, 0.13754], [4.23129, 3.92806, -4.57660], [3.70220, 4.63161, -3.63305], [2.76776, 4.28295, -2.95844], [4.01341, 5.79913, -3.74475], [4.63762, 4.79409, -4.65712], [10.69881, 1.58619, -0.09041], [11.04736, 1.84463, -1.34376], [10.75245, 0.89640, -2.13394], [11.71155, 2.90604, -1.61694], [10.44080, 0.84049, -0.63719], [13.50870, 5.12962, -7.50451], [12.96751, 4.10069, -8.26772], [12.67961, 4.30866, -9.43570], [12.75950, 3.01280, -7.68556], [13.69765, 4.64451, -6.69793], [11.75637, 9.65172, -4.52843], [10.43458, 9.92148, -4.73707], [9.71951, 9.95721, -3.70028], [10.02037, 10.00912, -5.89204], [11.43935, 9.71994, -3.62485]]}


Record 4
{"formula": "C6H10BrN2O2S", "method": "ωB97M-V with the def2-TZVPD basis set", "energy_ha": -3466.446249, "multiplicity": 1, "fmax_ev_per_a": 2.105, "charge": 1, "species": ["C", "C", "C", "Br", "C", "O", "N", "O", "C", "S", "C", "N", "H", "H", "H", "H", "H", "H", "H", "H", "H", "H"], "xyz": [[-0.00051, -1.92482, 1.49954], [0.83274, -0.64831, 1.54454], [0.14926, 0.62951, 1.08674], [-1.28502, 1.12254, 2.29095], [-0.32426, 0.70321, -0.40600], [-1.68167, 0.65562, -0.68355], [-2.35076, -0.58927, -0.26370], [-2.50920, -1.25771, -1.17369], [0.07162, 2.08585, -0.90954], [0.08288, 1.87391, -2.75271], [0.70852, 0.32322, -2.48489], [0.46676, -0.14601, -1.30026], [-0.59227, -2.02605, 2.39641], [-0.60791, -2.02642, 0.61451], [0.68220, -2.76455, 1.49661], [1.18803, -0.48731, 2.55117], [1.72016, -0.79102, 0.93303], [0.87378, 1.41428, 1.20346], [-0.62134, 2.85555, -0.62674], [1.10582, 2.31496, -0.72122], [1.27646, -0.24043, -3.20083], [0.81468, -1.07676, -1.09384]]}